62
Properties=species:S:1:pos:R:3:nbo_charge:R:1 method="wB97M-V/def2-TZVPD" multiplicity=1 gap_ha=0.249 total_charge=-1 e_lumo_ha=0.075
C 4.19 0.34 -0.25 -0.609
C 2.67 0.53 -0.14 -0.409
C 2.21 2.01 -0.04 -0.414
C 1.24 2.47 -1.15 -0.220
N -0.10 2.74 -0.66 -0.954
P -1.21 1.39 -0.46 1.286
F -1.17 1.40 1.21 -0.646
C -2.70 2.57 -0.46 -0.758
C -3.92 1.96 0.20 -0.219
N -4.74 1.16 -0.73 -0.847
S -1.43 1.15 -2.79 1.971
O -1.08 2.34 -3.53 -0.987
O -2.66 0.51 -3.19 -0.972
F -0.29 0.06 -3.21 -0.552
H 4.44 -0.49 -0.91 0.219
H 4.70 1.22 -0.64 0.192
H 4.62 0.10 0.73 0.184
H 2.32 -0.01 0.74 0.196
H 2.19 0.05 -0.99 0.210
H 1.76 2.21 0.93 0.218
H 3.12 2.61 -0.12 0.181
H 1.62 3.42 -1.55 0.186
H 1.28 1.76 -1.98 0.181
H -0.53 3.49 -1.18 0.377
H -0.10 0.49 -0.51 -0.143
H -2.12 0.26 -0.42 -0.168
H -2.40 3.49 0.05 0.213
H -2.99 2.87 -1.47 0.225
H -4.57 2.77 0.54 0.166
H -3.61 1.40 1.10 0.157
H -5.54 0.85 -0.19 0.365
H -4.23 0.34 -1.02 0.365
C 7.99 -3.93 -2.87 -0.406
C 7.53 -4.64 -1.59 -0.402
C 6.80 -3.61 -0.73 -0.677
S 6.11 -2.40 -1.87 2.176
O 6.77 -1.14 -1.66 -0.938
O 4.68 -2.52 -1.89 -0.925
C 6.79 -3.13 -3.36 -0.673
H 8.33 -4.64 -3.63 0.220
H 8.82 -3.26 -2.65 0.213
H 6.85 -5.45 -1.85 0.209
H 8.37 -5.08 -1.05 0.220
H 5.99 -4.03 -0.15 0.253
H 7.49 -3.07 -0.07 0.244
H 7.03 -2.34 -4.06 0.254
H 6.02 -3.78 -3.78 0.239
C -5.28 0.79 3.98 -0.412
C -6.65 1.26 4.49 -0.401
C -7.68 0.94 3.40 -0.675
S -7.03 -0.49 2.51 2.177
O -6.70 -0.09 1.17 -0.949
O -7.85 -1.65 2.76 -0.947
C -5.50 -0.61 3.43 -0.673
H -4.53 0.80 4.77 0.225
H -4.93 1.45 3.19 0.235
H -6.91 0.73 5.41 0.202
H -6.66 2.33 4.72 0.223
H -8.66 0.68 3.79 0.244
H -7.77 1.74 2.67 0.249
H -4.71 -0.95 2.76 0.270
H -5.65 -1.34 4.23 0.231